Entry A
# C6H13N

C6H13N in the gas phase (the ωB97M-V functional and the def2-TZVPD basis, OMol25).

The geometry in XYZ format:
```
20
Properties=species:S:1:pos:R:3:nbo_charge:R:1
C 2.76193 -0.11645 0.57487 -0.467
N 1.89691 0.41854 -0.40110 -0.292
C 0.54490 0.52805 0.02162 -0.073
C -0.32710 -0.81826 0.11026 -0.455
C -1.67835 -0.46223 0.61887 -0.153
C -2.85523 -0.96768 -0.19990 -0.680
C -0.13866 1.60311 -0.83841 -0.616
H 2.61096 0.12634 1.62769 0.172
H 2.61260 -1.22703 0.53236 0.210
H 3.80545 0.14743 0.40853 0.212
H -2.79981 -2.01149 -0.53612 0.215
H 0.52200 0.84341 1.08397 0.170
H -0.26861 -1.28121 -0.88926 0.226
H 0.21819 -1.50051 0.86230 0.227
H -1.79485 -0.84600 1.62931 0.201
H -3.25041 -0.37925 -1.04577 0.225
H -3.75475 -1.13766 0.41734 0.215
H 0.17563 1.46728 -1.89790 0.225
H -0.28533 2.65767 -0.58749 0.230
H -1.11750 1.07776 -0.66222 0.208
```

Results
Gap between HOMO and LUMO (eV): 5.1
M (Da): 99.2

***

Entry B
# C6H13N

C6H13N in the gas phase (the ωB97M-V functional and the def2-TZVPD basis, OMol25).

The geometry in XYZ format:
```
20
Properties=species:S:1:pos:R:3:nbo_charge:R:1
C 2.08554 -1.93645 -0.78823 -0.644
C 0.85208 -1.10116 -0.98677 -0.187
C 0.54379 0.01055 -0.32114 0.013
C 1.42394 0.62706 0.72800 -0.655
C -0.80778 0.64497 -0.58088 -0.425
C -1.65747 0.63685 0.65861 -0.213
N -2.96859 1.26299 0.39389 -0.839
H 1.85393 -2.88675 -0.31834 0.215
H 2.48778 -2.19228 -1.77166 0.213
H 2.80852 -1.42656 -0.16285 0.206
H 0.23361 -1.46240 -1.80385 0.192
H 1.23086 1.69721 0.79726 0.213
H 1.19343 0.22168 1.71051 0.218
H 2.47981 0.46995 0.50386 0.218
H -0.70474 1.70012 -0.85376 0.198
H -1.34344 0.09841 -1.34570 0.217
H -1.87235 -0.39854 0.95083 0.182
H -1.13752 1.00581 1.54328 0.170
H -3.00236 2.22374 0.72102 0.351
H -3.69904 0.80482 0.92593 0.356
```

Results
SMILES string: C/C=C(\C)CCN
Gap between HOMO and LUMO (eV): 9.8
M (Da): 99.2

***

Entry C
# C6H13N

C6H13N in the gas phase (the ωB97M-V functional and the def2-TZVPD basis, OMol25).

The geometry in XYZ format:
```
20
Properties=species:S:1:pos:R:3:nbo_charge:R:1
C -1.10408 1.05617 2.76333 -0.604
C -0.99773 0.87453 1.24442 -0.409
C -0.18025 -0.35403 0.86076 -0.245
N -0.20245 -0.70876 -0.59074 -0.388
C 0.86908 -1.64427 -0.80554 -0.264
C 1.15157 -0.29567 -1.30544 -0.133
C 1.22370 -0.12736 -2.80665 -0.633
H -0.11828 1.18996 3.22585 0.202
H -1.57522 0.18675 3.23834 0.203
H -1.70768 1.93531 3.01664 0.213
H -1.99685 0.77658 0.80784 0.209
H -0.54142 1.77060 0.80384 0.194
H -0.60067 -1.23893 1.35956 0.198
H 0.84760 -0.24177 1.26986 0.169
H 0.59880 -2.33123 -1.60678 0.209
H 1.34788 -2.10741 0.04888 0.196
H 1.11911 0.56550 -0.68519 0.231
H 2.07287 -0.67545 -3.24754 0.216
H 0.31068 -0.54768 -3.23431 0.222
H 1.32579 0.91646 -3.11554 0.215
```

Results
SMILES string: CCCN1C[C@H]1C
Gap between HOMO and LUMO (eV): 10.1
M (Da): 99.2

***

Entry D
# C6H13N

3 unconnected molecules or ions with the total composition C6H13N (the ωB97M-V functional and the def2-TZVPD basis, OMol25).

The geometry in XYZ format:
```
20
Properties=species:S:1:pos:R:3:nbo_charge:R:1
C -1.63596 1.90870 0.37914 -0.630
C -0.79956 0.70554 0.76030 -0.087
N -0.78015 -0.39254 -0.19076 -0.304
C -1.14751 -1.70911 -0.19232 -0.405
C 0.34605 0.26546 -0.07657 0.262
C 1.66455 -1.56382 0.57588 -0.907
C 1.17628 0.99472 -1.07864 -0.668
H -2.68958 1.75565 0.62944 0.216
H -1.28157 2.80111 0.90745 0.217
H -1.56418 2.10615 -0.69712 0.209
H -0.81589 0.43653 1.82196 0.188
H -0.81030 -2.23665 -1.08455 0.195
H 0.24993 -2.11453 0.66020 0.205
H -2.22519 -1.80213 -0.00443 0.201
H 2.21716 -0.62744 0.79061 0.207
H 2.06735 -2.26941 1.30713 0.211
H 1.99511 -1.86817 -0.42994 0.198
H 0.48385 1.52364 -1.74734 0.229
H 1.79053 0.32496 -1.68284 0.231
H 1.82239 1.75550 -0.62735 0.231
```

Results
Gap between HOMO and LUMO (eV): 8.3
M (Da): 99.2

***

Relative energy table, unit kJ/mol: entry A 565.3; entry B 0.0; entry C 156.7; entry D 521.9

***

Entry A
# C7H10O

C7H10O in the gas phase (the ωB97M-V functional and the def2-TZVPD basis, OMol25).

The geometry in XYZ format:
```
18
Properties=species:S:1:pos:R:3:nbo_charge:R:1
C -2.15730 2.27718 0.37769 -0.237
C -1.85310 1.12559 0.24775 -0.023
C -1.56223 -0.27498 -0.17579 0.189
C -2.01760 -1.24705 0.83410 -0.636
O -1.85277 -0.60527 -1.49970 -0.712
C 0.24346 -0.38012 -0.15204 -0.163
C 1.05455 0.59862 -0.56881 -0.199
C 2.50481 0.56354 -0.90640 -0.646
H -2.63765 3.00177 0.89275 0.220
H -1.58429 -2.27677 0.76347 0.231
H -3.18150 -1.15053 0.81760 0.213
H -1.72250 -0.76842 1.79348 0.232
H -2.74434 -0.60699 -1.76752 0.478
H 0.44523 -1.39098 0.11861 0.187
H 0.53142 1.49100 -1.05710 0.212
H 2.66376 0.03209 -1.88779 0.222
H 3.16302 0.07878 -0.27100 0.217
H 2.92086 1.55447 -1.05564 0.216
```

Results
SMILES string: C#C[C@@](C)(O)/C=C/C
Gap between HOMO and LUMO (eV): 10.3
M (Da): 110.2

***

Entry B
# C7H10O

C7H10O in the gas phase (the ωB97M-V functional and the def2-TZVPD basis, OMol25).

The geometry in XYZ format:
```
18
Properties=species:S:1:pos:R:3:nbo_charge:R:1
O 2.68414 -0.78446 -0.44204 -0.517
C 1.77032 -0.11365 -0.02653 0.624
C 1.22343 1.31038 -0.29312 -0.528
C -0.00681 0.95581 0.54938 -0.214
C -1.30882 0.64252 -0.19950 -0.403
C -1.11033 -0.74484 -0.77219 -0.416
C -0.33940 -1.50115 0.32256 -0.393
C 0.60234 -0.42224 0.89382 -0.347
H 1.02039 1.52684 -1.36278 0.227
H 1.83557 2.07839 0.13989 0.238
H -0.17490 1.66501 1.35338 0.213
H -2.12420 0.68756 0.51701 0.205
H -1.53527 1.44028 -0.89820 0.212
H -0.50039 -0.67772 -1.69057 0.203
H -2.06467 -1.23285 -1.06481 0.220
H -1.01592 -1.86185 1.12079 0.209
H 0.22041 -2.36445 -0.07359 0.229
H 0.82411 -0.60357 1.92650 0.238
```

Results
SMILES string: O=C1C[C@H]2CCC[C@@H]12
Gap between HOMO and LUMO (eV): 10.3
M (Da): 110.2

***

Entry C
# C7H10O

2 unconnected molecules or ions with the total composition C7H10O (the ωB97M-V functional and the def2-TZVPD basis, OMol25).

The geometry in XYZ format:
```
18
Properties=species:S:1:pos:R:3:nbo_charge:R:1
C -1.69192 -1.04408 1.57298 -0.632
C -0.53563 -0.76308 0.61046 -0.005
C 0.55665 -0.03558 1.00017 -0.249
C 1.64759 0.17680 0.12985 -0.200
C 1.48531 -0.15377 -1.18855 -0.207
C 0.25269 -0.69542 -1.64827 -0.191
C -0.75519 -0.98480 -0.76789 -0.222
H -1.93242 -0.09269 2.03825 0.219
H -1.49573 -1.84948 2.27506 0.220
H -2.57348 -1.39175 1.02729 0.213
H 0.64919 0.02866 2.08595 0.207
H 2.62262 0.47820 0.46888 0.212
H 2.24985 -0.00328 -1.93845 0.211
H 0.14992 -0.74091 -2.72542 0.212
H -1.66717 -1.47355 -1.08702 0.210
O 0.26335 2.80523 -1.04599 -0.920
H 1.02092 3.15845 -0.55056 0.459
H -0.24655 2.58106 -0.25675 0.463
```

Results
SMILES string: Cc1ccccc1.O
Gap between HOMO and LUMO (eV): 9.8
M (Da): 110.2

***

Entry D
# C7H10O

C7H10O in the gas phase (the ωB97M-V functional and the def2-TZVPD basis, OMol25).

The geometry in XYZ format:
```
18
Properties=species:S:1:pos:R:3:nbo_charge:R:1
C 0.49562 1.82098 -0.47299 -0.406
C -0.15876 0.76628 0.17891 0.008
C -1.69456 0.60978 0.53960 -0.532
C -2.28708 -0.56951 -0.26662 0.406
O -3.57558 -0.45895 -0.23373 -0.552
C 0.88283 -0.16182 0.66112 -0.281
C 0.87183 -1.29604 -0.31017 -0.450
C 2.27697 -0.57785 -0.06024 -0.422
H 0.05330 2.54274 -1.01449 0.176
H 1.65230 2.10160 -0.46075 0.208
H -1.99760 0.12847 1.47012 0.260
H -2.27558 1.46965 0.61786 0.259
H -1.58212 -1.46795 -0.69107 0.178
H 0.56962 -0.38795 1.77735 0.229
H 0.70855 -2.42424 -0.18350 0.233
H 0.30765 -0.74994 -1.27588 0.217
H 2.78901 -0.15329 -0.94346 0.238
H 2.96361 -1.19195 0.66791 0.232
```

Results
SMILES string: C=C(CC=O)C1CC1
Gap between HOMO and LUMO (eV): 9.6
M (Da): 110.2

***

Relative energy table, unit kJ/mol: entry A 391.0; entry B 18.3; entry C 0.0; entry D 535.2

***

Entry A
# C7H10O

2 unconnected molecules or ions with the total composition C7H10O (the ωB97M-V functional and the def2-TZVPD basis, OMol25).

The geometry in XYZ format:
```
18
Properties=species:S:1:pos:R:3:nbo_charge:R:1
C 1.04331 -1.04595 0.55115 0.073
C 1.61900 0.49665 0.32318 -0.259
C 0.64629 1.44916 0.01945 -0.132
C -0.75487 1.38437 -0.38550 -0.447
C -0.97381 -0.08883 -0.48108 -0.317
C -1.84849 -1.18609 0.05895 -0.429
C -0.52048 -0.55778 0.80016 -0.245
H 1.99970 -0.61415 -1.45065 0.443
H 1.62501 -1.44238 1.29963 0.180
H 2.61587 0.80200 0.51800 0.215
H 1.16196 2.28839 -0.25316 0.195
H -0.98613 1.88309 -1.42676 0.215
H -1.20012 1.99372 0.27230 0.231
H -0.40934 -0.71969 -1.28721 0.270
H -2.57889 -0.57917 0.66574 0.211
H -1.94069 -2.33085 -0.26612 0.263
H -0.72464 0.00552 1.80738 0.232
O 1.22634 -1.73800 -0.76546 -0.700
```

Results
Gap between HOMO and LUMO (eV): 8.5
M (Da): 110.2

***

Entry B
# C7H10O

C7H10O in the gas phase (the ωB97M-V functional and the def2-TZVPD basis, OMol25).

The geometry in XYZ format:
```
18
Properties=species:S:1:pos:R:3:nbo_charge:R:1
C 0.53130 2.06403 1.59302 -0.378
C -0.42569 1.88470 0.62791 -0.239
C -0.14070 0.95201 -0.58357 0.015
C 0.97323 1.18099 -1.32901 -0.416
C -1.20414 -0.17315 -0.96828 -0.469
C -1.01574 -1.23888 0.13737 -0.513
C 0.18008 -2.15896 -0.14562 0.444
O 1.12178 -2.21966 0.63230 -0.540
H 0.64895 2.57898 2.58721 0.217
H 1.42190 1.44829 1.48995 0.196
H -1.48063 1.98215 0.80625 0.202
H 0.96238 0.65168 -2.31141 0.196
H 1.62362 1.91546 -1.01978 0.209
H -1.02483 -0.19968 -2.11966 0.264
H -2.08705 0.36243 -0.52493 0.227
H -0.88084 -1.09433 1.19949 0.262
H -1.82206 -2.10540 0.05507 0.220
H 0.27424 -2.84686 -1.21151 0.104
```

Results
SMILES string: C=CC(=C)CCC=O
Gap between HOMO and LUMO (eV): 9.9
M (Da): 110.2

***

Relative energy table, unit kJ/mol: entry A 449.0; entry B 0.0

***

Entry A
# C7H10O

A molecular structure, C7H10O (the ωB97M-V functional and the def2-TZVPD basis, OMol25).

The geometry in XYZ format:
```
18
Properties=species:S:1:pos:R:3:nbo_charge:R:1
C 1.18535 0.75982 0.03252 -0.409
C -0.15084 0.58340 1.03860 -0.244
C -1.01378 1.21344 -0.02658 -0.417
C -0.79081 0.02421 -0.94898 0.050
C -0.50229 -0.91676 0.83604 0.036
C 0.75109 -1.37236 0.10414 -0.400
C 0.60990 -0.32543 -0.92710 -0.334
H 1.22569 1.84400 -0.52066 0.202
H 2.32315 0.71631 0.31562 0.226
H -0.05738 0.93618 2.02270 0.228
H -0.67289 2.09840 -0.41952 0.209
H -2.02449 1.24906 0.34517 0.218
H -1.78210 0.21852 -1.70015 0.244
H -1.04396 -1.54847 1.70159 0.222
H 1.81483 -1.18889 0.43229 0.234
H 0.69209 -2.62051 -0.17317 0.205
H 0.95521 -0.69148 -1.95035 0.253
O -1.51877 -0.97942 -0.16214 -0.522
```

Results
Gap between HOMO and LUMO (eV): 10.6
M (Da): 110.2

***

Entry B
# C7H10O

C7H10O in the gas phase (the ωB97M-V functional and the def2-TZVPD basis, OMol25).

The geometry in XYZ format:
```
18
Properties=species:S:1:pos:R:3:nbo_charge:R:1
O 0.72334 -0.36768 2.09578 -0.672
C 0.19884 0.07319 1.08272 0.242
C -1.26498 -0.05493 0.52171 -0.423
C -0.86001 -0.85649 -0.86791 -0.204
C -0.91869 -0.56267 -2.34025 -0.359
C 0.19330 0.06971 -1.28293 -0.289
C 1.14873 0.13071 -0.14638 -0.274
C 0.73728 1.31335 0.58464 -0.419
H 1.03541 0.32598 2.81620 0.473
H -1.63401 -0.67212 1.41914 0.220
H -1.59744 0.95048 0.46780 0.212
H -0.47179 -1.80329 -0.75868 0.209
H -1.43621 0.14631 -3.18570 0.253
H -0.48075 -1.43939 -2.77684 0.207
H -0.02823 1.09987 -1.02429 0.192
H 2.18694 -0.09282 -0.08652 0.233
H -0.23771 1.76026 -0.05214 0.181
H 1.47020 1.98886 1.10520 0.218
```

Results
SMILES string: O[C@]12C[C@H]3C[C@@H]3[C@H]1C2
Gap between HOMO and LUMO (eV): 9.0
M (Da): 110.2

***

Relative energy table, unit kJ/mol: entry A 0.0; entry B 406.8

***

Entry A
# C4H4OS2

A molecular structure, C4H4OS2 (the ωB97M-V functional and the def2-TZVPD basis, OMol25).

The geometry in XYZ format:
```
11
Properties=species:S:1:pos:R:3:nbo_charge:R:1
C 0.76016 0.91997 -1.05864 0.396
C 0.12048 0.14693 0.16559 -0.407
C -0.16552 -1.32425 -0.12445 -0.543
C -1.20511 0.40870 1.15818 -0.352
H 0.50031 2.12797 -0.97891 0.181
H 1.02050 0.47431 0.90025 0.278
H 0.93347 -1.93139 0.30852 0.247
H -0.20423 -1.68410 -1.19871 0.267
O 1.53998 0.30298 -2.08675 -0.560
S -1.73457 -1.13765 0.86003 0.433
S -1.56547 1.69655 2.05489 0.062
```

Results
Gap between HOMO and LUMO (eV): 8.5
M (Da): 132.2

***

Entry B
# C4H4OS2

C4H4OS2 in the gas phase (the ωB97M-V functional and the def2-TZVPD basis, OMol25).

The geometry in XYZ format:
```
11
Properties=species:S:1:pos:R:3:nbo_charge:R:1
C -0.72643 -1.27264 -0.69654 -0.225
C -0.33219 -0.13806 -0.07626 -0.244
C 0.28015 -0.46751 1.23859 -0.151
S 1.08041 0.53494 2.52471 -0.055
C -0.31521 1.15234 -0.78317 0.381
O -1.33113 1.85845 -1.10944 -0.466
S 1.34687 1.52129 -1.17172 -0.051
H -1.09638 -1.38140 -1.65949 0.217
H -0.79726 -2.11015 0.08223 0.202
H 0.09151 -1.51974 1.48740 0.192
H 1.79966 1.82249 0.16370 0.201
```

Results
SMILES string: C=C(C=S)C(=O)S
Gap between HOMO and LUMO (eV): 7.6
M (Da): 132.2

***

Entry C
# C4H4OS2

C4H4OS2 in the gas phase (the ωB97M-V functional and the def2-TZVPD basis, OMol25).

The geometry in XYZ format:
```
11
Properties=species:S:1:pos:R:3:nbo_charge:R:1
C 0.83138 0.49979 -0.25507 0.126
C 2.50564 0.75960 -0.39115 -0.303
C -0.08471 0.74927 0.91918 -0.059
C 0.37289 -0.72897 -1.17429 -0.592
O -0.52631 1.27593 -0.18648 -0.472
S 3.17438 -0.62207 -0.82821 0.411
S 1.60300 -1.94564 -0.98684 0.062
H -0.64950 -0.19858 1.34872 0.161
H 0.36325 1.47350 1.73614 0.187
H -0.50757 -1.21625 -0.58341 0.250
H 0.11637 -0.48034 -2.15011 0.230
```

Results
Gap between HOMO and LUMO (eV): 8.9
M (Da): 132.2

***

Relative energy table, unit kJ/mol: entry A 150.7; entry B 0.0; entry C 192.9